ORCA calculation (the ωB97M-V functional and the def2-TZVPD basis) on a molecular structure, C2H5N2 at a distorted geometry.

Last column: natural (NBO) charge in e.
CARTESIAN COORDINATES (ANGSTROEM)
N  0.70  0.22  -0.68  -0.56
C  -0.63  0.32  -0.31  0.20
H  1.26  0.82  -1.24  0.46
H  -1.44  -0.03  -0.96  0.25
N  -0.32  -0.60  0.72  -0.56
H  1.53  -1.51  0.74  0.28
C  0.94  -0.73  0.29  0.36
H  -0.96  2.57  0.12  0.10
H  -1.08  -1.06  1.31  0.47

Calculated values
* orbital gap (spin up / spin down): 8.999 / 9.968 eV
* net charge: +1
* E_HOMO (spin up / spin down): -15.418 / -15.109 eV

=====

ORCA calculation (the ωB97M-V functional and the def2-TZVPD basis) on 2 unconnected molecules or ions with the total composition C2HN3O3 at a distorted geometry.

Last column: natural (NBO) charge in e.
CARTESIAN COORDINATES (ANGSTROEM)
N  2.38  -0.83  0.11  0.16
N  1.17  -1.26  0.07  -0.17
C  0.28  -0.22  -0.30  0.10
C  -1.18  -0.26  -0.27  0.73
O  -2.04  -1.16  -0.32  -0.49
O  -1.42  1.08  0.11  -0.68
H  -2.28  1.08  1.30  0.51
N  0.90  0.93  -0.50  0.04
O  2.19  0.65  -0.20  -0.19

Calculated values
* orbital gap: 9.767 eV
* net charge: 0
* E_HOMO: -11.431 eV

=====

ORCA calculation (the ωB97M-V functional and the def2-TZVPD basis) on a molecular structure, C20H19Cl5N4NaO3S2.

Last column: natural (NBO) charge in e.
CARTESIAN COORDINATES (ANGSTROEM)
H  -3.66  2.27  -1.19  0.20
H  2.19  -0.30  2.65  0.43
C  1.63  -2.13  1.96  0.30
Cl  -6.48  -2.82  -2.19  0.01
C  3.48  0.56  -0.95  0.61
C  -2.70  -3.86  -1.34  -0.09
C  -2.10  -2.69  -0.79  0.35
H  2.63  3.46  3.49  0.20
H  0.23  -3.36  1.23  0.45
Cl  -2.33  -0.17  0.11  0.01
C  4.09  2.73  2.08  -0.32
C  0.19  -0.84  3.25  -0.23
H  0.01  1.74  -1.20  0.47
H  4.94  3.17  2.58  0.20
O  2.63  -0.08  -1.55  -0.61
C  1.86  1.53  0.75  0.41
C  -4.02  -3.90  -1.75  -0.08
H  -1.30  4.10  -1.60  0.19
H  -3.51  3.64  -2.32  0.19
C  2.79  2.88  2.58  -0.19
H  5.26  1.86  0.55  0.20
C  4.91  0.49  -1.46  -0.72
C  -4.84  -2.78  -1.64  -0.16
H  -0.22  0.08  2.83  0.21
C  -3.00  2.76  -1.91  -0.23
C  3.20  1.37  0.25  -0.31
C  -1.37  1.30  -2.68  0.31
N  -2.60  1.84  -2.97  -0.62
Cl  -1.68  -5.25  -1.48  0.01
H  -1.34  -1.83  2.03  0.22
Cl  -5.30  -0.22  -0.92  0.00
S  2.91  -2.47  0.94  -0.31
H  -1.68  3.11  -0.18  0.21
H  0.16  -0.77  4.34  0.18
H  -3.27  1.20  -3.37  0.41
H  4.90  -0.08  -2.38  0.23
Na  0.58  -0.93  -0.91  0.89
N  1.54  -1.06  2.78  -0.60
C  -2.99  -1.59  -0.64  -0.17
N  0.49  -2.85  2.06  -0.61
H  0.71  2.43  2.33  0.20
Cl  -4.66  -5.36  -2.43  0.02
H  -1.00  -2.67  3.56  0.19
H  5.54  0.00  -0.73  0.23
S  -0.77  -0.09  -3.38  -0.32
C  -1.65  3.12  -1.27  -0.22
C  4.26  1.98  0.93  -0.13
O  0.82  1.01  0.22  -0.83
C  -4.30  -1.63  -1.07  -0.05
N  -0.77  2.07  -1.77  -0.61
O  -0.88  -2.64  -0.45  -0.80
C  1.72  2.31  1.95  -0.30
H  5.32  1.49  -1.65  0.21
C  -0.56  -2.09  2.74  -0.23

Calculated values
* orbital gap: 7.221 eV
* net charge: -1
* E_HOMO: -5.061 eV

=====

ORCA calculation (the ωB97M-V functional and the def2-TZVPD basis) on 2 unconnected molecules or ions with the total composition C4H14N2O at a distorted geometry.

Last column: natural (NBO) charge in e.
CARTESIAN COORDINATES (ANGSTROEM)
H  -1.12  -1.67  0.70  0.22
C  -1.72  1.01  0.77  -0.61
C  -0.37  0.40  0.34  -0.07
H  -0.54  0.21  -0.73  0.20
C  -0.27  -1.01  0.91  -0.42
H  -1.77  1.10  1.85  0.19
N  0.82  1.18  0.70  -0.85
H  1.07  -2.17  -1.65  0.36
H  0.62  1.67  1.56  0.36
H  1.01  -3.43  -0.67  0.35
H  -2.01  1.93  0.28  0.22
H  1.57  0.53  0.89  0.36
H  1.81  -1.30  0.35  0.16
H  -0.31  -0.90  2.01  0.18
H  1.03  -2.61  1.29  0.20
H  0.44  2.55  -2.80  0.47
N  0.57  -2.53  -0.85  -0.84
H  -2.48  0.25  0.58  0.22
C  0.90  -1.90  0.45  -0.22
O  -0.10  2.44  -2.01  -0.97
H  0.38  2.59  -1.19  0.50

Calculated values
* structure (SMILES): C[C@@H](N)CCN.O
* orbital gap: 10.363 eV
* net charge: 0
* E_HOMO: -9.400 eV